Computed, not measured: a structure of composition C14H11FHfNO7S, with the ωB97M-V functional and the def2-TZVPD basis.

```
! RIJCOSX wB97M-V def2-TZVPD def2/J DEFGRID3
* xyz 1 1
Hf -3.3931 2.4643 -1.0774
O -5.3695 3.0536 -1.1569
S -4.7586 4.2858 -0.3980
O -5.6367 5.3387 -0.1076
O -3.5632 4.5467 -1.3361
O -4.0301 3.5433 0.7004
C 3.2999 -0.6732 -1.8012
C 2.4757 -1.4587 -0.8005
C 3.1953 -1.6202 0.5211
C 2.3574 -2.3900 1.5184
C 1.0390 -1.7018 1.7227
C 0.3551 -1.7845 2.9070
C -0.8763 -1.1418 3.0728
F -1.4779 -1.2593 4.2539
C -1.4599 -0.4117 2.0881
C -0.7773 -0.3049 0.8607
C -1.3560 0.4284 -0.2174
O -2.5363 0.9929 -0.0023
C -0.6834 0.5238 -1.4251
C 0.5535 -0.1151 -1.5205
N 1.1206 -0.7938 -0.5461
C 0.4636 -0.9339 0.6864
C -1.1113 1.2264 -2.6939
O -0.4426 1.2298 -3.6768
O -2.3112 1.8505 -2.6017
H 4.3032 -1.0981 -1.8071
H 3.3828 0.3757 -1.5110
H 2.9329 -0.7350 -2.8238
H 2.2287 -2.4424 -1.2061
H 3.4556 -0.6313 0.9116
H 4.1312 -2.1401 0.3184
H 2.8700 -2.4932 2.4735
H 2.1812 -3.4038 1.1450
H 0.7578 -2.3503 3.7382
H -2.4122 0.0717 2.2436
H 1.0922 -0.0485 -2.4523
*
```

Results
- LUMO: -0.1702 Eh
- HOMO: -12.92 eV
- HOMO-LUMO gap: 8.28 eV

***

Computed, not measured: a structure of composition C14H11N3O3S3SeV, with the ωB97M-V functional and the def2-TZVPD basis.

```
! RIJCOSX wB97M-V def2-TZVPD def2/J DEFGRID3
* xyz 1 3
V -1.3722 0.8438 0.1439
S -0.6371 2.8768 1.1775
C 0.4757 2.5045 -0.0880
N 0.1074 1.5837 -0.9689
C 1.0909 1.3011 -1.9100
C 1.0006 0.3866 -2.9522
C 2.0860 0.2561 -3.7969
C 3.2377 1.0250 -3.6134
C 3.3298 1.9413 -2.5812
C 2.2441 2.0689 -1.7265
S 2.0565 3.1219 -0.3357
H 0.0931 -0.1869 -3.0927
H 2.0439 -0.4454 -4.6186
H 4.0714 0.9057 -4.2913
H 4.2206 2.5385 -2.4422
Se -0.4972 -2.3790 0.0291
N -0.4024 -0.8143 0.9186
C 0.2256 -1.0215 2.0834
C 0.5020 -0.0631 3.0890
C 1.1607 -0.4776 4.2050
C 1.5813 -1.8293 4.3935
C 1.3400 -2.7757 3.4559
C 0.6529 -2.3921 2.2684
N 0.3609 -3.2210 1.2819
H 0.1966 0.9659 2.9621
H 1.3763 0.2423 4.9834
H 2.1003 -2.0868 5.3063
H 1.6443 -3.8067 3.5674
C -5.0326 -0.0636 -1.4965
S -3.6667 -0.2557 -0.4166
O -3.9381 -1.2518 0.5658
O -2.4121 -0.4846 -1.2071
O -3.3526 1.1039 0.1875
H -5.1280 -0.9863 -2.0649
H -4.8514 0.7876 -2.1470
H -5.9082 0.0880 -0.8687
*
```

Results
- <S²>: 2.014
- LUMO (alpha / beta): -0.1797 / -0.1713 Eh
- HOMO (alpha / beta): -11.70 / -11.78 eV
- HOMO-LUMO gap (alpha / beta): 6.81 / 7.12 eV

***

Computed, not measured: a structure of composition C14H12CaN5O4S2, with the ωB97M-V functional and the def2-TZVPD basis.

```
! RIJCOSX wB97M-V def2-TZVPD def2/J DEFGRID3
* xyz -1 1
Ca -0.2800 0.5475 -0.2564
N 0.0721 0.7948 6.4441
C 0.0828 0.4047 5.3506
N 0.1051 -0.1297 4.1485
C 0.0977 0.3710 2.9901
N 0.1110 0.7409 1.8693
O -4.5226 -3.0518 -3.1295
S -4.0955 -3.1195 -1.7609
O -4.4688 -4.2654 -0.9805
N -2.4878 -2.8502 -1.6554
C -2.2385 -1.7511 -0.9929
O -1.0742 -1.2488 -0.8025
C -3.4440 -1.0297 -0.4703
C -3.5047 0.1136 0.3021
C -4.7541 0.6506 0.5892
C -5.9089 0.0252 0.1298
C -5.8460 -1.1522 -0.6139
C -4.5940 -1.6542 -0.8976
H -2.6183 0.5844 0.7158
H -4.8196 1.5663 1.1605
H -6.8750 0.4616 0.3565
H -6.7443 -1.6492 -0.9592
S -0.4194 2.5638 -1.9890
C -1.7575 2.9874 -1.0526
N -2.6741 3.2348 -0.3812
C 2.4463 0.0564 -3.1522
C 2.4781 -1.4093 -2.6759
C 2.1165 -1.3295 -1.1825
O 1.8612 0.0791 -0.9103
C 2.6545 0.8229 -1.8619
H 1.4680 0.3097 -3.5601
H 3.2043 0.2783 -3.9020
H 3.4748 -1.8302 -2.7974
H 1.7760 -2.0347 -3.2242
H 2.9332 -1.6654 -0.5501
H 1.2182 -1.8822 -0.9327
H 3.6970 0.8026 -1.5422
H 2.3000 1.8473 -1.8706
*
```

Results
- LUMO: 0.0873 Eh
- HOMO: -6.41 eV
- HOMO-LUMO gap: 8.79 eV

***

Computed, not measured: a cluster of 4 separate species, C14H12Cl8 in total, with the ωB97M-V functional and the def2-TZVPD basis.

```
! RIJCOSX wB97M-V def2-TZVPD def2/J DEFGRID3
* xyz 0 1
Cl -4.3671 0.7648 -4.1083
C -4.5173 -0.7799 -3.2584
Cl -3.1832 -1.8327 -3.7342
Cl -4.4345 -0.4854 -1.5200
Cl -6.0487 -1.5335 -3.6670
Cl -1.6276 1.0152 -1.5890
C -0.1816 1.6627 -0.8058
Cl -0.4879 3.2738 -0.1805
Cl 0.2735 0.5826 0.5138
Cl 1.1400 1.7084 -1.9917
C 7.1635 -0.3520 -0.6962
C 6.7223 0.6630 -1.5351
C 5.3646 0.8680 -1.7510
C 4.4415 -0.0005 -1.1951
C 4.8837 -1.0759 -0.4415
C 6.2376 -1.2472 -0.1848
H 8.2167 -0.4618 -0.4744
H 7.4268 1.3423 -2.0004
H 5.0504 1.7506 -2.2934
H 3.3870 0.1111 -1.4100
H 4.1868 -1.7508 0.0404
H 6.5651 -2.0864 0.4162
C -2.4887 -0.3819 2.7893
C -2.9338 0.5556 1.8779
C -4.3065 0.7352 1.7206
C -5.2239 0.0521 2.4998
C -4.7503 -0.8658 3.4319
C -3.3919 -1.1107 3.5599
H -1.4354 -0.5129 3.0117
H -2.2496 1.0251 1.1886
H -4.7055 1.4015 0.9617
H -6.2943 0.1976 2.4570
H -5.4199 -1.4115 4.0868
H -3.0119 -1.8209 4.2815
*
```

Results
- LUMO: 0.0098 Eh
- HOMO: -9.36 eV
- HOMO-LUMO gap: 9.63 eV

***

These records have energy above the lowest of the compared OMol25 structures with the same formula, charge and spin values of 1.5 8.3 21.5 0.0 kcal/mol, in the order they appear.